(1)
{
  "formula": "C8H19N2O2",
  "method": "ωB97M-V with the def2-TZVPD basis set",
  "orbital_gap_ev": 9.22,
  "lumo_ev": -2.960,
  "total_energy_ha": -575.91376,
  "e_homo_ev": -12.18,
  "charge": 1,
  "spin_multiplicity": 1,
  "species": ["H", "H", "O", "H", "C", "H", "H", "H", "H", "H", "N", "H", "C", "H", "C", "H", "C", "H", "C", "C", "H", "H", "N", "H", "C", "H", "O", "H", "H", "H", "C"],
  "xyz": [[3.774, -0.024, -0.101], [3.264, 1.595, -0.743], [1.457, 0.071, 0.759], [0.706, -2.936, 3.366], [-1.849, 0.360, -2.398], [-0.554, -1.397, 0.293], [-1.862, -0.494, -3.070], [-0.929, -2.052, -1.295], [1.891, -1.635, 2.539], [-1.690, 1.185, -3.048], [0.513, 0.400, -1.535], [-2.929, 0.468, -1.981], [1.717, 0.253, -0.384], [-2.157, -1.274, -0.275], [0.846, -2.020, 2.618], [-0.238, 2.714, -1.193], [-1.116, 2.600, -0.613], [-1.022, -1.441, 3.077], [-1.137, 1.136, -0.190], [3.140, 0.434, -0.866], [0.563, -2.385, 1.590], [3.249, 0.011, -1.881], [-0.084, -0.981, 3.122], [-0.275, -0.300, 2.380], [-0.856, 0.118, -1.225], [-1.136, 3.317, 0.230], [-1.129, 0.901, 0.984], [0.239, -0.838, 4.106], [0.798, 0.560, -2.511], [-2.025, 3.012, -1.172], [-1.170, -1.359, -0.584]],
  "lowdin_charge": [0.085, 0.141, 0.066, 0.147, -0.015, 0.017, 0.082, 0.059, 0.102, 0.067, 0.103, 0.137, -0.347, 0.066, -0.081, 0.063, 0.004, 0.180, -0.429, 0.004, 0.091, 0.091, 0.132, 0.097, -0.502, 0.096, 0.064, 0.192, 0.134, 0.116, 0.040]
}

=====

(2)
{
  "formula": "C8H19N2O4Se2Tc",
  "method": "ωB97M-V with the def2-TZVPD basis set",
  "orbital_gap_ev": [6.64, 7.66],
  "lumo_ev": [-12.112, -12.091],
  "total_energy_ha": -5609.12488,
  "e_homo_ev": [-18.75, -19.75],
  "charge": 3,
  "spin_multiplicity": 2,
  "species": ["C", "H", "N", "O", "H", "H", "Se", "H", "H", "H", "H", "H", "Tc", "H", "H", "H", "H", "H", "H", "C", "H", "C", "C", "C", "H", "O", "N", "O", "Se", "H", "H", "H", "C", "O", "C", "C"],
  "xyz": [[-3.043, 1.908, 0.764], [-0.389, 1.570, 2.121], [0.610, 3.271, -3.884], [0.621, 4.234, -3.319], [1.091, 4.141, 1.301], [2.160, -0.476, 1.653], [1.997, 1.873, 0.695], [1.765, 0.705, 2.940], [1.377, 3.231, 2.784], [3.427, 0.627, 2.253], [-1.121, 3.099, 2.595], [-3.536, 2.732, 1.278], [0.222, 1.061, -0.850], [0.080, -4.804, -1.923], [-3.631, 1.599, -0.096], [1.246, -3.030, -2.832], [-1.649, -2.936, 1.140], [0.669, -4.669, -0.257], [0.689, -1.382, -2.512], [0.955, 3.175, 1.781], [-0.440, -2.594, -3.176], [-0.459, 2.629, 1.867], [0.401, -2.430, -2.503], [-0.086, -4.328, -0.962], [-1.082, -4.581, -0.605], [0.588, 2.501, -4.694], [0.028, -2.862, -1.155], [0.934, 1.945, -2.094], [-1.363, 2.677, 0.126], [-0.575, -1.746, 1.901], [0.016, -3.371, 1.497], [-2.833, 1.081, 1.435], [-0.626, -2.552, 1.176], [-0.177, -0.761, -0.326], [2.364, 0.512, 2.054], [-0.229, -2.051, -0.173]],
  "lowdin_charge": [-0.269, 0.056, -0.106, 0.443, 0.087, 0.033, 1.074, 0.054, 0.107, 0.053, 0.107, 0.062, 1.060, 0.111, 0.052, 0.120, 0.124, 0.117, 0.067, -0.424, 0.124, -0.499, 0.027, 0.037, 0.116, 0.457, -0.087, -0.519, 1.029, 0.093, 0.110, 0.050, 0.050, -0.257, -0.267, -0.392]
}

=====

(3)
{
  "formula": "C8H19N3O",
  "method": "ωB97M-V with the def2-TZVPD basis set",
  "orbital_gap_ev": 9.00,
  "lumo_ev": 0.791,
  "total_energy_ha": -555.67493,
  "e_homo_ev": -8.21,
  "smiles": "O=CN1CCC1.CNCCCN",
  "spin_multiplicity": 1,
  "species": ["N", "H", "H", "H", "C", "H", "H", "H", "O", "H", "H", "N", "H", "C", "C", "C", "H", "H", "C", "H", "H", "C", "H", "H", "H", "H", "H", "H", "C", "C", "N"],
  "xyz": [[-2.015, -0.427, -1.942], [-3.391, -2.012, -0.341], [-3.530, -0.828, 1.835], [-2.782, 0.430, -0.217], [1.037, 1.168, -1.001], [-3.060, -2.520, 2.032], [1.253, 0.608, -1.915], [-0.847, -1.111, -3.547], [-0.080, 1.565, -0.721], [-1.222, -0.242, 2.188], [0.079, -0.898, -2.050], [2.119, 1.356, -0.229], [-1.693, -2.430, -0.010], [-2.050, -0.345, -0.485], [-2.468, -1.664, 0.157], [-0.889, -1.195, -2.449], [1.658, 1.576, 1.857], [-1.635, -1.270, 3.377], [2.246, 2.041, 1.054], [2.000, 3.114, 1.000], [4.083, 1.030, 1.832], [3.530, 0.991, -0.331], [-1.963, 0.519, -2.314], [3.710, -0.095, -0.333], [4.046, 1.439, -1.190], [-1.101, -0.038, -0.074], [4.420, 2.564, 0.988], [-1.023, -2.263, -2.224], [-2.711, -1.547, 1.658], [3.756, 1.698, 1.027], [-1.478, -1.215, 2.370]],
  "lowdin_charge": [-0.115, 0.116, 0.106, 0.127, -0.324, 0.107, 0.126, 0.084, 0.004, 0.059, 0.038, -0.086, 0.106, -0.279, -0.211, -0.141, 0.119, 0.062, -0.119, 0.123, 0.105, -0.129, 0.096, 0.117, 0.114, 0.064, 0.103, 0.075, -0.312, -0.120, -0.014]
}

=====

(4)
{
  "formula": "C8H19NO",
  "method": "ωB97M-V with the def2-TZVPD basis set",
  "orbital_gap_ev": [7.02, 7.02],
  "lumo_ev": [0.789, 0.789],
  "total_energy_ha": -446.02402,
  "e_homo_ev": [-6.23, -6.23],
  "spin_multiplicity": 1,
  "species": ["H", "H", "H", "H", "C", "C", "C", "C", "H", "H", "H", "C", "H", "H", "H", "C", "H", "H", "N", "H", "C", "H", "H", "H", "C", "H", "O", "H", "H"],
  "xyz": [[3.657, 1.132, 0.332], [3.072, -0.209, -0.661], [0.070, -2.711, -0.772], [-1.004, 0.592, 2.636], [1.532, 1.956, -1.072], [-0.002, -0.626, -0.386], [-0.474, 0.250, 0.595], [0.570, -1.979, -0.138], [0.556, 2.455, -1.163], [1.624, -1.959, -0.429], [-0.843, 1.211, 0.260], [-0.216, 0.098, 2.068], [1.739, 1.425, -2.028], [0.500, -2.290, 0.899], [-4.166, -0.450, -0.629], [-3.130, -0.093, -0.666], [-2.781, -0.240, -1.690], [-0.391, 0.526, -1.855], [1.556, 1.111, 0.084], [0.738, 0.561, 2.308], [2.813, 0.430, 0.213], [2.813, -0.208, 1.103], [-2.147, -1.877, 0.112], [-3.163, 0.982, -0.463], [-2.259, -0.816, 0.325], [2.277, 2.771, -1.018], [-0.191, -0.407, -1.698], [-0.184, -0.947, 2.374], [-2.567, -0.689, 1.359]],
  "lowdin_charge": [0.067, 0.065, 0.100, 0.084, -0.228, -0.383, -0.195, 0.013, 0.062, 0.087, 0.122, -0.062, 0.072, 0.087, 0.072, -0.152, 0.064, 0.108, -0.234, 0.075, -0.224, 0.062, 0.078, 0.071, -0.106, 0.074, 0.075, 0.076, 0.069]
}

=====

(5)
{
  "formula": "C8H19O2PS",
  "method": "ωB97M-V with the def2-TZVPD basis set",
  "orbital_gap_ev": 8.57,
  "lumo_ev": 0.576,
  "total_energy_ha": -1206.09440,
  "e_homo_ev": -7.99,
  "smiles": "CCC[PH2](C)S.O=C1CCCO1",
  "spin_multiplicity": 1,
  "species": ["H", "H", "H", "H", "H", "O", "H", "H", "H", "C", "S", "H", "C", "H", "P", "C", "H", "C", "H", "C", "H", "H", "H", "C", "C", "O", "C", "H", "H", "H", "H"],
  "xyz": [[-1.285, 2.409, -0.519], [-0.719, -0.474, -2.500], [-0.945, -2.838, -2.837], [3.725, -1.041, -1.309], [2.439, 0.933, -0.583], [-1.263, 1.602, 2.565], [3.887, 1.112, 1.663], [1.531, -2.789, 0.172], [1.540, 0.155, -2.684], [1.711, -1.709, 0.647], [4.066, -0.144, 1.050], [-2.098, 0.847, -0.150], [-0.107, -1.017, -1.631], [2.422, -1.888, 1.583], [2.625, -0.493, -0.506], [1.478, -0.818, -1.996], [-2.525, 3.592, 1.078], [-2.773, 2.524, 1.045], [-3.234, 1.013, 2.537], [-2.645, 1.929, 2.423], [-3.777, 2.424, 0.625], [-0.459, -0.515, -0.634], [1.845, -1.707, -2.693], [-0.510, -2.620, -1.759], [-1.716, 1.784, 0.266], [0.445, 1.115, 1.124], [-0.704, 1.471, 1.326], [-2.938, 2.638, 3.203], [-1.224, -2.989, -0.895], [0.517, -3.224, -1.711], [0.693, -1.282, 1.100]],
  "lowdin_charge": [0.138, 0.105, 0.079, 0.006, -0.008, 0.038, -0.167, 0.065, 0.084, -0.325, 0.285, 0.124, -0.308, 0.013, 0.399, -0.421, 0.125, -0.166, 0.131, -0.168, 0.122, 0.060, 0.090, -0.157, -0.092, 0.055, -0.446, 0.130, 0.078, 0.062, 0.067]
}

=====

(6)
{
  "formula": "C8H19O3S2",
  "method": "ωB97M-V with the def2-TZVPD basis set",
  "orbital_gap_ev": 8.10,
  "lumo_ev": -5.233,
  "total_energy_ha": -1337.86632,
  "e_homo_ev": -13.33,
  "charge": 1,
  "spin_multiplicity": 1,
  "species": ["C", "H", "H", "S", "H", "S", "O", "O", "H", "H", "H", "H", "C", "H", "H", "H", "H", "H", "C", "H", "H", "C", "C", "H", "C", "O", "H", "H", "C", "H", "H", "C"],
  "xyz": [[-1.778, -2.930, -2.476], [-3.484, -4.225, -0.732], [-1.133, -4.635, -1.287], [-2.711, -1.480, -2.026], [3.832, 3.995, 1.598], [-1.182, 1.561, 1.298], [-3.840, -1.353, -2.925], [-1.784, -0.393, -1.788], [-0.661, -3.057, -0.633], [2.040, 2.042, -0.349], [4.367, 3.384, -0.132], [-2.876, -1.447, 0.335], [-2.748, -3.520, -0.327], [1.840, 3.913, -0.092], [4.656, 1.896, 2.620], [3.741, 0.796, 1.388], [5.472, 1.532, 0.895], [-4.374, -2.069, -0.423], [3.758, 3.093, 0.839], [-1.601, 2.898, 1.388], [0.454, 3.571, 1.925], [4.445, 1.740, 1.459], [2.182, 2.904, 0.431], [-0.886, -2.642, -3.034], [-1.462, -3.601, -1.147], [0.502, 1.377, 1.494], [-2.578, -3.790, 0.720], [-2.421, -3.563, -3.093], [-3.282, -2.094, -0.448], [1.926, 2.498, 2.665], [-1.591, 0.938, 0.109], [1.180, 2.661, 1.748]],
  "lowdin_charge": [-0.226, 0.127, 0.125, 0.680, 0.120, 1.118, -0.304, -0.360, 0.119, 0.127, 0.121, 0.087, -0.212, 0.122, 0.087, 0.080, 0.094, 0.113, -0.260, 0.047, 0.124, -0.143, -0.180, 0.115, -0.221, -0.454, 0.121, 0.119, -0.228, 0.157, 0.005, -0.220]
}

=====

(7)
{
  "formula": "C8H20AlB2O4",
  "method": "ωB97M-V with the def2-TZVPD basis set",
  "orbital_gap_ev": 1.87,
  "lumo_ev": -10.417,
  "total_energy_ha": -909.07718,
  "e_homo_ev": -12.29,
  "charge": 1,
  "spin_multiplicity": 1,
  "species": ["H", "H", "H", "H", "H", "B", "O", "H", "C", "C", "C", "H", "O", "H", "H", "C", "C", "O", "H", "C", "H", "H", "H", "H", "O", "H", "C", "H", "C", "H", "H", "B", "H", "H", "Al"],
  "xyz": [[-5.622, 4.270, -3.760], [2.877, 3.383, -2.453], [3.603, -1.622, 3.987], [-4.186, 5.356, -3.658], [2.368, 3.043, -0.711], [3.077, 3.480, -1.397], [0.432, 1.076, 2.512], [-1.868, -5.072, -1.743], [-1.233, -1.692, -1.759], [2.477, -0.130, 2.827], [-2.292, -2.713, -1.676], [-0.247, -3.896, -0.442], [-1.238, -0.444, -1.875], [2.406, -0.876, 2.035], [3.053, 4.520, -1.113], [-1.598, -4.050, -2.011], [-0.206, -3.696, -1.512], [-0.053, -2.285, -1.719], [0.539, -4.347, -1.971], [1.575, -1.366, 4.603], [1.416, -2.360, 4.185], [-2.482, -2.721, -0.603], [3.281, -0.109, 4.746], [3.148, 0.695, 2.586], [0.556, -0.513, 4.062], [4.023, 3.030, -1.139], [1.048, 0.209, 3.089], [-4.732, 4.704, -2.178], [2.848, -0.840, 4.063], [-1.506, -4.057, -3.097], [1.494, -1.385, 5.690], [-4.709, 4.510, -3.239], [-3.246, -2.574, -2.185], [-4.018, 3.682, -3.283], [-0.984, 4.794, -0.863]],
  "lowdin_charge": [-0.015, 0.008, 0.132, -0.046, 0.014, -0.124, 0.121, 0.130, -0.459, -0.077, -0.067, 0.126, 0.090, 0.143, 0.013, -0.134, -0.158, 0.055, 0.135, -0.135, 0.133, 0.140, 0.128, 0.141, 0.077, 0.018, -0.510, 0.011, -0.187, 0.118, 0.140, -0.153, 0.137, 0.052, 1.004]
}

=====

(8)
{
  "formula": "C8H20BBrN2O6P",
  "method": "ωB97M-V with the def2-TZVPD basis set",
  "orbital_gap_ev": 6.13,
  "lumo_ev": -5.739,
  "total_energy_ha": -3817.51636,
  "e_homo_ev": -11.87,
  "charge": 1,
  "spin_multiplicity": 1,
  "species": ["B", "O", "H", "H", "H", "H", "N", "C", "C", "O", "H", "P", "H", "N", "C", "C", "H", "H", "H", "H", "O", "H", "C", "H", "H", "C", "C", "O", "Br", "H", "O", "H", "O", "H", "H", "H", "C", "H", "H"],
  "xyz": [[4.984, 0.910, -1.406], [-5.713, -1.949, 4.456], [-4.737, -2.380, 2.196], [-5.791, -1.189, 5.058], [1.642, 0.859, -4.102], [0.899, -0.120, -5.404], [3.586, 1.572, -1.269], [2.452, 0.582, -1.191], [-6.105, -3.098, 5.184], [-0.399, -0.862, 0.681], [-5.445, -3.228, 6.045], [-0.601, 0.051, -0.826], [-3.102, -1.398, 0.089], [3.600, 2.932, -1.241], [2.296, 3.631, -1.064], [0.818, 0.189, -4.359], [-3.995, -0.762, 2.101], [-5.237, -1.254, 0.908], [-0.232, -1.806, 0.347], [6.076, -0.151, 1.455], [6.028, 1.002, -0.367], [5.645, 1.771, 1.594], [5.476, 0.766, 0.983], [2.253, 4.821, -0.997], [-7.139, -2.984, 5.518], [0.911, 1.205, -0.996], [-4.397, -1.594, 1.518], [-3.384, -2.117, 0.679], [-2.442, 1.364, -0.527], [0.855, -0.693, -3.717], [5.202, 0.109, -2.662], [2.594, -0.601, -1.217], [-0.415, 0.855, -4.157], [-6.029, -3.973, 4.534], [-0.205, 3.444, -0.791], [4.345, 0.449, 0.997], [0.809, 2.874, -0.930], [5.313, -0.860, -2.379], [-0.419, 1.634, -4.739]],
  "lowdin_charge": [-0.406, -0.144, 0.067, 0.086, 0.066, 0.089, -0.031, 0.093, -0.158, -0.387, 0.077, 0.593, 0.000, 0.117, 0.035, -0.176, 0.075, 0.082, 0.075, 0.133, -0.026, 0.130, -0.076, 0.142, 0.078, -0.275, -0.163, -0.158, 0.340, 0.066, 0.069, 0.171, -0.152, 0.081, 0.094, 0.093, 0.067, 0.139, 0.093]
}

=====

Energy relative to the best compared isomer or geometry (same formula, charge and spin) readings, ordered: 18.5, 0.0, 14.5, 131.0, 0.0, 49.4, 180.6, 176.2 kcal/mol